{
  "formula": "C19H24N4O3",
  "method": "ωB97M-V/def2-TZVPD",
  "e_lumo_ev": 0.1,
  "max_force_ev_per_a": 1.7,
  "relative_energy_kcal_mol": 103.8,
  "homo_lumo_gap_ha": 0.3455,
  "homo_ha": -0.3430,
  "symbols": ["C", "C", "N", "N", "C", "C", "N", "O", "O", "C", "H", "H", "H", "C", "C", "C", "C", "C", "C", "C", "H", "C", "O", "N", "C", "H", "C", "C", "H", "H", "H", "C", "C", "C", "H", "H", "H", "H", "H", "H", "H", "H", "H", "H", "H", "H", "H", "H", "H", "H"],
  "coordinates": [[3.83152, 2.29430, 3.98390], [2.78300, 1.44418, 3.37927], [1.50882, 1.75939, 3.42090], [0.83605, 0.78467, 2.79464], [1.63955, -0.17742, 2.32088], [2.93539, 0.20918, 2.68476], [4.13666, -0.46336, 2.42407], [5.16831, 0.03204, 2.83967], [4.08984, -1.50795, 1.79293], [1.13604, -1.36037, 1.58824], [1.96737, -2.00987, 1.33002], [0.62304, -1.04996, 0.67809], [0.42617, -1.91273, 2.20393], [-0.59265, 0.88406, 2.64163], [-0.96480, 1.16062, 1.20520], [-0.39873, 2.24661, 0.54831], [-0.71935, 2.50565, -0.77202], [-1.60052, 1.68025, -1.44944], [-2.16342, 0.58669, -0.80348], [-1.84845, 0.33589, 0.52559], [-2.30326, -0.50663, 1.02657], [-3.18437, -0.27125, -1.49573], [-4.37347, -0.11289, -1.28797], [-2.70157, -1.21949, -2.32514], [-1.30935, -1.43493, -2.63384], [-0.68782, -0.81064, -1.99005], [-1.02828, -1.12621, -4.11066], [0.43980, -1.37352, -4.43775], [0.63848, -1.14698, -5.48221], [0.70048, -2.41419, -4.25766], [1.08138, -0.74745, -3.82191], [-1.95152, -1.98269, -4.97982], [-3.41093, -1.75239, -4.59399], [-3.61038, -2.03287, -3.10596], [-4.62559, -1.78712, -2.79033], [-3.41222, -3.08977, -2.89308], [-4.06532, -2.40102, -5.17727], [-3.68673, -0.71636, -4.80075], [-1.80025, -1.73925, -6.03292], [-1.69914, -3.03684, -4.84037], [-1.26036, -0.07036, -4.28836], [-1.06680, -2.48703, -2.43520], [-1.85739, 1.88576, -2.47792], [-0.28272, 3.35519, -1.27494], [0.28895, 2.88837, 1.07933], [-1.06522, -0.03951, 2.98818], [-0.90865, 1.71159, 3.28226], [3.37302, 3.17298, 4.42754], [4.37443, 1.73488, 4.74375], [4.55556, 2.59252, 3.22764]],
  "nbo_charge": [-0.6400, 0.1834, -0.2791, -0.1496, 0.2301, -0.0767, 0.5262, -0.3900, -0.4116, -0.6737, 0.2726, 0.2366, 0.2273, -0.2396, -0.0447, -0.2060, -0.2119, -0.1485, -0.1434, -0.1497, 0.2123, 0.6636, -0.6154, -0.4306, -0.2057, 0.2224, -0.2255, -0.6031, 0.2145, 0.2040, 0.2104, -0.3977, -0.4029, -0.2252, 0.2498, 0.1862, 0.2140, 0.2036, 0.2119, 0.1948, 0.1958, 0.1889, 0.2101, 0.2188, 0.2260, 0.2147, 0.2504, 0.2281, 0.2373, 0.2365]
}

{
  "formula": "C3HCl3O",
  "method": "ωB97M-V/def2-TZVPD",
  "e_lumo_ev": -0.9,
  "max_force_ev_per_a": 3.0,
  "relative_energy_kcal_mol": 41.8,
  "homo_lumo_gap_ha": 0.3396,
  "homo_ha": -0.3735,
  "symbols": ["C", "C", "C", "O", "Cl", "Cl", "Cl", "H"],
  "coordinates": [[-0.04341, -0.92204, 0.49377], [0.62890, -0.13842, -0.55401], [-0.62513, 0.37363, 0.13843], [0.00587, -1.86653, 1.17941], [2.14573, 0.73506, -0.21886], [-1.99875, 0.51059, -0.90700], [-0.66084, 1.57248, 1.45197], [0.54762, -0.26477, -1.58371]],
  "nbo_charge": [0.5699, -0.3398, -0.2008, -0.4000, 0.0011, 0.0578, 0.0476, 0.2640]
}

{
  "formula": "C27H44BrNP2RuS",
  "method": "ωB97M-V/def2-TZVPD",
  "charge": 4,
  "multiplicity": 5,
  "e_lumo_ev": [-12.6, -14.1],
  "max_force_ev_per_a": 4.1,
  "relative_energy_kcal_mol": 0.0,
  "homo_lumo_gap_ha": [0.2535, 0.2051],
  "homo_ha": [-0.7178, -0.7247],
  "symbols": ["C", "C", "C", "C", "N", "C", "C", "C", "C", "C", "C", "C", "C", "C", "Ru", "P", "H", "H", "H", "H", "H", "H", "H", "H", "C", "C", "H", "H", "H", "H", "H", "C", "C", "H", "H", "H", "H", "H", "C", "C", "H", "H", "H", "H", "H", "Br", "P", "C", "C", "H", "H", "H", "H", "H", "C", "C", "H", "H", "H", "H", "H", "C", "C", "H", "H", "H", "H", "H", "C", "S", "C", "H", "H", "H", "H", "H", "H"],
  "coordinates": [[3.14473, 5.27544, -2.11716], [2.11256, 4.69786, -2.88757], [2.33620, 4.47123, -4.25513], [3.59137, 4.80572, -4.78228], [4.55501, 5.33554, -4.03431], [4.35922, 5.57689, -2.74138], [0.90338, 4.28909, -2.22898], [0.00545, 3.94105, -1.46817], [-0.78561, 3.45468, -0.37452], [-0.26683, 3.60283, 0.93177], [-0.68009, 2.74227, 1.95186], [-1.57120, 1.73001, 1.58444], [-2.37731, 1.81187, 0.42204], [-1.96727, 2.70802, -0.57188], [-1.41368, -0.21861, 1.81078], [0.47346, -0.40666, 0.69882], [1.56551, 4.04925, -4.89700], [3.00419, 5.48296, -1.05689], [3.80411, 4.65441, -5.84352], [5.17577, 6.02813, -2.17002], [-2.48624, 2.76764, -1.53224], [0.50503, 4.35470, 1.10918], [-3.26176, 1.18307, 0.32986], [-0.33841, 2.79675, 2.98401], [1.08622, -2.12763, 0.51016], [2.15692, -2.40240, -0.54576], [0.18718, -2.73070, 0.30614], [1.43450, -2.44406, 1.50410], [2.43794, -3.46025, -0.49000], [1.80852, -2.22072, -1.56812], [3.07188, -1.82740, -0.37475], [0.29082, 0.17064, -1.03816], [1.50547, 0.74181, -1.76911], [-0.50587, 0.92639, -1.02303], [-0.12030, -0.69502, -1.57752], [1.21123, 0.95071, -2.80728], [1.82095, 1.70235, -1.34520], [2.35837, 0.05227, -1.80670], [1.79065, 0.65243, 1.41855], [3.24198, 0.20152, 1.22988], [1.56854, 0.74847, 2.49359], [1.64108, 1.65606, 0.99608], [3.89498, 0.85951, 1.81721], [3.40955, -0.82358, 1.57908], [3.57290, 0.28844, 0.18811], [-2.14253, -2.56111, 1.53853], [-1.97764, -3.14828, -2.20693], [-1.04577, -3.68137, -3.71684], [-1.46212, -4.94496, -4.46595], [-0.02894, -3.83677, -3.31500], [-1.00037, -2.81829, -4.39396], [-0.66645, -5.19121, -5.18157], [-1.57808, -5.80789, -3.80051], [-2.39012, -4.80725, -5.03529], [-3.42008, -4.29871, -2.07687], [-4.81853, -3.76543, -2.35833], [-3.36377, -4.61859, -1.02275], [-3.19925, -5.17545, -2.69767], [-5.54105, -4.49250, -1.96908], [-5.00763, -2.80862, -1.86080], [-5.01600, -3.64748, -3.42988], [-2.70777, -1.50991, -2.67760], [-3.19044, -1.32836, -4.11256], [-1.93040, -0.76485, -2.44571], [-3.52204, -1.32363, -1.96321], [-3.57408, -0.30668, -4.22665], [-2.38485, -1.45231, -4.84171], [-4.00462, -2.01037, -4.37769], [-1.08362, -2.02080, 4.81068], [-0.33512, -0.71214, 3.81996], [-0.29729, 0.61254, 5.03037], [-1.53045, -2.77101, 4.14935], [-1.83066, -1.58247, 5.48488], [-0.25885, -2.45503, 5.39518], [-1.29963, 1.02673, 5.17936], [0.08889, 0.17309, 5.95674], [0.38297, 1.39353, 4.67771]],
  "lowdin_spin": [0.0628, -0.0090, 0.0626, 0.0766, 0.7372, 0.0780, 0.0676, -0.0158, 0.0864, -0.0077, 0.0953, 0.1229, 0.0750, -0.0110, 1.2580, -0.0118, 0.0060, 0.0061, 0.0163, 0.0159, -0.0015, -0.0009, 0.0037, 0.0038, 0.0094, 0.0006, 0.0090, 0.0000, 0.0005, 0.0002, 0.0001, -0.0062, -0.0024, 0.0001, 0.0038, -0.0006, 0.0001, 0.0000, 0.0074, 0.0006, 0.0009, 0.0000, 0.0003, 0.0001, 0.0001, 0.2849, 0.5848, 0.0856, 0.0168, 0.0118, 0.0081, 0.0033, 0.0015, 0.0008, 0.0788, 0.0208, 0.0114, 0.0054, 0.0041, 0.0016, 0.0008, 0.0762, 0.0311, 0.0037, -0.0005, 0.0069, 0.0010, 0.0001, 0.0047, 0.0011, 0.0119, 0.0035, -0.0001, -0.0009, -0.0006, 0.0009, -0.0002]
}

{
  "formula": "C17H22ClNO4",
  "method": "ωB97M-V/def2-TZVPD",
  "e_lumo_ev": 0.5,
  "max_force_ev_per_a": 0.7,
  "relative_energy_kcal_mol": 16.1,
  "homo_lumo_gap_ha": 0.3437,
  "homo_ha": -0.3239,
  "symbols": ["C", "H", "H", "H", "C", "C", "C", "C", "C", "H", "H", "C", "N", "C", "O", "C", "H", "H", "O", "C", "O", "C", "O", "C", "C", "C", "C", "C", "C", "Cl", "H", "H", "H", "H", "H", "H", "H", "H", "H", "H", "H", "H", "H", "H", "H"],
  "coordinates": [[4.13055, 1.12962, -1.18546], [4.20431, 1.29870, -2.25691], [5.13506, 1.06187, -0.77446], [3.63031, 0.17694, -1.02551], [3.35859, 2.26509, -0.51881], [3.20183, 2.02216, 0.98420], [2.43405, 3.16154, 1.64819], [1.06222, 3.33710, 1.00472], [1.20427, 3.58781, -0.49434], [1.73448, 4.52829, -0.65386], [0.21941, 3.67425, -0.95674], [1.98714, 2.46614, -1.18607], [1.21978, 1.23982, -1.18958], [0.79739, 0.63166, -2.30569], [0.98409, 1.03644, -3.43189], [0.02172, -0.66875, -2.06072], [-0.98992, -0.55737, -2.46595], [0.52590, -1.48072, -2.59278], [-0.04995, -1.01837, -0.67956], [-1.26519, -1.16531, -0.13767], [-2.30456, -0.99660, -0.70877], [-1.13243, -1.53755, 1.33569], [-2.35200, -1.92652, 1.90911], [-3.17510, -2.83652, 1.31251], [-4.49039, -2.79385, 1.78461], [-5.45604, -3.66266, 1.32651], [-5.13411, -4.60634, 0.36467], [-3.84074, -4.67083, -0.11206], [-2.86342, -3.80603, 0.36082], [-1.26881, -4.01931, -0.30390], [-3.56826, -5.40188, -0.85770], [-5.88049, -5.28742, -0.01217], [-6.46120, -3.59815, 1.71323], [-4.71861, -2.04454, 2.52570], [-0.83817, -0.64012, 1.89222], [-0.34720, -2.29266, 1.45770], [1.04191, 0.79626, -0.30245], [2.13040, 2.71971, -2.24224], [0.54106, 4.17819, 1.46590], [0.45629, 2.44435, 1.17782], [2.32268, 2.96167, 2.71593], [3.00184, 4.08838, 1.54004], [4.19139, 1.93285, 1.43723], [2.68131, 1.07649, 1.15603], [3.91861, 3.19619, -0.65756]],
  "nbo_charge": [-0.6046, 0.2175, 0.2097, 0.2033, -0.2179, -0.3999, -0.3970, -0.3991, -0.4003, 0.2046, 0.2171, -0.0578, -0.6257, 0.6603, -0.6236, -0.1804, 0.2433, 0.2180, -0.5269, 0.7809, -0.5760, -0.1727, -0.4977, 0.3672, -0.2597, -0.1914, -0.2302, -0.1961, -0.1352, -0.0035, 0.2266, 0.2186, 0.2181, 0.2268, 0.2185, 0.2150, 0.4059, 0.2402, 0.2153, 0.1830, 0.2077, 0.1963, 0.2142, 0.1834, 0.2043]
}

{
  "formula": "C3H3Cl3IN",
  "method": "ωB97M-V/def2-TZVPD",
  "e_lumo_ev": [-0.5, -0.5],
  "max_force_ev_per_a": 4.4,
  "relative_energy_kcal_mol": 38.7,
  "homo_lumo_gap_ha": [0.2914, 0.2914],
  "homo_ha": [-0.3083, -0.3083],
  "symbols": ["C", "C", "C", "N", "Cl", "Cl", "Cl", "I", "H", "H", "H"],
  "coordinates": [[-1.64880, -0.30837, 0.89174], [2.28971, 0.87472, -0.55392], [-2.31394, -1.08597, 0.04847], [1.55695, -0.35304, -0.46805], [-3.89844, -0.45170, -0.45924], [-1.70446, -2.46880, -0.67803], [-2.26505, 0.98898, 1.79095], [0.50737, -0.78397, 1.11856], [3.09719, 0.63619, -1.10508], [2.53918, 1.15786, 0.44372], [1.84029, 1.79411, -1.02912]],
  "nbo_charge": [-0.3337, -0.4356, -0.1542, -0.8138, 0.0198, 0.1192, 0.0862, 0.9683, 0.2094, 0.1648, 0.1695]
}

{
  "formula": "C25H7F7N5O2S2Ti",
  "method": "ωB97M-V/def2-TZVPD",
  "charge": -1,
  "e_lumo_ev": [1.0, 1.0],
  "max_force_ev_per_a": 0.3,
  "relative_energy_kcal_mol": 0.0,
  "homo_lumo_gap_ha": [0.2242, 0.2243],
  "homo_ha": [-0.1877, -0.1877],
  "symbols": ["Ti", "F", "C", "F", "F", "C", "C", "C", "C", "N", "C", "S", "H", "H", "H", "O", "C", "O", "C", "C", "C", "C", "C", "C", "S", "H", "H", "H", "H", "F", "C", "C", "F", "C", "C", "C", "F", "C", "C", "C", "N", "C", "N", "F", "C", "C", "N", "C", "N"],
  "coordinates": [[-0.62471, 0.02872, -0.86242], [3.55762, -3.29396, -1.81662], [4.02584, -2.22409, -1.14661], [3.89044, -2.47423, 0.15832], [5.34548, -2.14807, -1.40880], [3.31921, -0.96095, -1.55819], [4.01284, 0.08903, -2.12207], [3.35016, 1.25543, -2.50043], [1.99920, 1.34081, -2.26827], [1.32692, 0.32458, -1.71673], [1.93402, -0.82901, -1.37145], [0.83471, -1.98042, -0.69097], [5.08097, 0.00048, -2.26512], [3.88560, 2.08159, -2.94298], [1.41467, 2.22452, -2.49238], [-2.88031, 2.26239, -3.26486], [-2.72361, 1.37738, -2.46259], [-1.52576, 0.82611, -2.25477], [-3.85137, 0.81404, -1.65291], [-5.05388, 1.51497, -1.73995], [-6.16990, 1.12802, -1.02754], [-6.09564, 0.00600, -0.21279], [-4.91724, -0.70824, -0.12246], [-3.77770, -0.32258, -0.83126], [-2.37737, -1.39726, -0.58328], [-5.07181, 2.38606, -2.38026], [-7.08612, 1.69918, -1.09570], [-6.95487, -0.31102, 0.36454], [-4.85800, -1.57654, 0.52072], [-1.64068, -0.58144, 2.41979], [-0.34817, -0.35506, 2.18453], [0.55835, -1.14172, 2.82465], [0.08084, -2.11726, 3.60601], [1.96826, -0.98244, 2.69768], [2.32397, 0.12989, 1.88486], [1.41482, 0.93457, 1.27054], [1.89502, 1.98637, 0.59459], [0.01306, 0.70381, 1.30267], [-1.00093, 1.55310, 0.61395], [-0.54422, 2.73429, -0.07838], [-0.21525, 3.63811, -0.71056], [-2.30577, 1.73814, 1.19213], [-3.37053, 1.91774, 1.58723], [3.62006, 0.42769, 1.70729], [2.90310, -1.81171, 3.32296], [4.31178, -1.62831, 3.20479], [5.45958, -1.52671, 3.16580], [2.54489, -2.92758, 4.13398], [2.32244, -3.82442, 4.82331]],
  "nbo_charge": [1.3181, -0.3192, 0.9848, -0.3015, -0.3260, -0.2312, -0.0772, -0.2934, 0.1108, -0.5862, 0.1351, -0.0981, 0.2377, 0.2304, 0.2379, -0.5714, 0.7902, -0.7384, -0.2148, -0.1366, -0.2270, -0.1910, -0.1703, -0.1319, -0.0362, 0.2382, 0.2112, 0.2107, 0.2159, -0.2877, 0.3887, 0.3322, -0.2984, -0.0298, 0.3203, 0.3713, -0.3003, -0.3355, -0.5637, 0.2985, -0.3030, 0.3191, -0.3165, -0.3043, -0.4374, 0.3063, -0.3738, 0.3187, -0.3755]
}